1.
Formula: C15H29Cl2N4O6S
Source: the OMol25 dataset
Level of theory: the ωB97M-V functional and the def2-TZVPD basis

* net charge: +1
* energy: -70143.9845 eV
* E_HOMO: -11.81 eV

Atoms and positions in Å:
C  -2.74  0.00  0.06
C  -2.08  0.39  -1.28
C  -1.53  -0.82  -2.00
O  -2.17  -1.47  -2.78
O  -0.25  -1.23  -1.73
C  0.55  -0.55  -0.78
C  1.86  -1.32  -0.75
N  2.65  -1.02  0.48
C  2.92  0.34  0.66
N  3.78  1.01  -0.19
S  5.34  1.40  0.52
C  6.46  1.00  -0.80
O  5.48  0.46  1.59
O  5.35  2.80  0.75
N  2.33  0.98  1.62
C  1.53  0.24  2.65
N  2.42  -0.27  3.65
C  2.44  2.45  1.77
Cl  3.24  2.87  3.27
C  1.05  3.10  1.55
C  1.21  4.41  0.78
Cl  0.15  3.40  3.06
H  -3.33  0.84  0.42
H  -2.00  -0.25  0.83
H  -3.41  -0.85  -0.08
H  -1.33  1.16  -1.11
H  -2.83  0.81  -1.95
H  0.72  0.49  -1.08
H  0.07  -0.55  0.20
H  2.43  -1.11  -1.66
H  1.65  -2.39  -0.74
H  3.54  -1.51  0.43
H  3.94  0.47  -1.03
H  6.83  1.94  -1.20
H  5.99  0.42  -1.59
H  7.26  0.42  -0.34
H  0.94  -0.51  2.13
H  0.86  0.97  3.09
H  2.92  -1.09  3.34
H  1.94  -0.45  4.52
H  3.09  2.83  0.98
H  0.44  2.39  0.99
H  1.49  4.20  -0.26
H  0.29  4.98  0.79
H  1.99  5.02  1.24
O  -6.49  -1.71  0.57
C  -6.26  -2.26  -0.47
O  -5.06  -2.11  -1.10
C  -5.07  -2.79  -2.37
C  -6.16  -3.85  -2.24
C  -7.15  -3.16  -1.29
H  -5.29  -2.06  -3.15
H  -4.07  -3.20  -2.53
H  -6.59  -4.13  -3.20
H  -5.76  -4.74  -1.77
H  -7.87  -2.53  -1.82
H  -7.69  -3.84  -0.64

2.
Formula: C15H29Cl2N4OSiV
Source: the OMol25 dataset
Level of theory: the ωB97M-V functional and the def2-TZVPD basis

* net charge: +1
* energy: -82641.3190 eV
* multiplicity: 4
* E_HOMO (alpha / beta): -9.90 / -10.35 eV

Atoms and positions in Å:
V  -0.57  -0.25  -0.62
C  -0.60  2.43  -3.22
C  -1.30  2.61  -1.91
C  -2.15  3.66  -1.67
C  -2.79  3.73  -0.42
C  -2.57  2.78  0.55
C  -1.67  1.73  0.28
N  -1.06  1.68  -0.96
N  -1.33  0.66  1.05
Si  -1.92  0.31  2.65
C  -1.47  1.67  3.82
C  -1.06  -1.26  3.17
C  -3.77  0.09  2.65
H  -1.30  2.13  -4.00
H  0.18  1.67  -3.15
H  -0.14  3.36  -3.55
H  -2.32  4.41  -2.42
H  -3.47  4.54  -0.22
H  -3.08  2.84  1.50
H  -0.39  1.86  3.79
H  -1.74  1.38  4.84
H  -1.99  2.60  3.59
H  -0.41  -1.07  4.03
H  -0.43  -1.65  2.37
H  -1.77  -2.04  3.46
H  -4.28  0.95  3.09
H  -4.06  -0.79  3.24
H  -4.16  -0.04  1.64
Cl  -0.84  -2.74  -0.39
C  -2.62  -2.63  -0.68
Cl  -3.03  -0.99  -1.22
H  -3.13  -2.83  0.25
H  -2.87  -3.34  -1.46
C  2.17  -1.64  -3.35
N  2.98  -1.59  -2.14
C  4.42  -1.50  -2.38
C  2.44  -1.07  -1.02
O  1.33  -0.45  -1.08
N  3.06  -1.20  0.16
C  2.67  -0.39  1.32
C  4.07  -2.22  0.42
H  2.60  -2.37  -4.02
H  2.14  -0.67  -3.85
H  1.15  -1.94  -3.12
H  4.60  -0.78  -3.19
H  4.84  -2.46  -2.67
H  4.94  -1.13  -1.50
H  1.89  0.31  1.05
H  3.54  0.16  1.68
H  2.31  -1.05  2.11
H  4.07  -2.96  -0.37
H  3.81  -2.70  1.36
H  5.07  -1.79  0.52

3.
Formula: C15H29ClFN4Si2
Source: the OMol25 dataset
Level of theory: the ωB97M-V functional and the def2-TZVPD basis

* net charge: -1
* energy: -52977.2861 eV
* E_HOMO: -3.22 eV
* relative energy (zero: lowest compared OMol25 entry of this formula, charge and spin): 148.4 kcal/mol

Atoms and positions in Å:
C  0.23  1.17  -4.51
C  1.07  2.52  -4.00
N  0.38  3.71  -4.09
C  2.62  2.32  -3.51
C  2.90  2.59  -1.92
Cl  4.72  3.09  -1.81
C  2.80  1.19  -1.01
N  2.69  0.27  -0.12
C  2.06  3.84  -1.26
C  2.71  5.31  -1.72
N  2.83  6.53  -2.16
C  2.21  3.82  0.41
C  0.97  3.07  1.17
F  0.21  4.10  1.90
H  0.97  0.62  -5.26
H  -0.66  1.55  -5.17
H  -0.09  0.47  -3.62
H  1.04  4.46  -3.78
H  2.91  1.18  -3.71
H  3.35  2.94  -4.20
H  0.91  3.76  -1.47
H  3.27  3.39  0.68
H  2.19  4.97  0.72
H  0.32  2.38  0.47
H  1.47  2.36  1.99
C  -2.03  -5.92  1.51
Si  -1.82  -4.13  2.08
C  -0.31  -4.08  3.19
C  -3.34  -3.71  3.11
N  -1.66  -3.12  0.67
Si  -1.45  -1.40  0.83
C  0.11  -0.93  1.75
C  -2.92  -0.56  1.66
C  -1.31  -0.65  -0.90
H  -2.13  -6.58  2.38
H  -2.92  -6.04  0.89
H  -1.15  -6.25  0.94
H  -0.37  -4.88  3.94
H  -0.24  -3.14  3.74
H  0.61  -4.22  2.61
H  -4.23  -3.64  2.48
H  -3.21  -2.78  3.65
H  -3.52  -4.50  3.85
H  0.02  -1.13  2.82
H  0.31  0.14  1.64
H  0.97  -1.47  1.36
H  -3.86  -0.89  1.21
H  -2.85  0.52  1.54
H  -2.94  -0.77  2.73
H  -2.21  -0.85  -1.49
H  -0.45  -1.07  -1.43
H  -1.18  0.43  -0.83

4.
Formula: C15H29ClN4
Source: the OMol25 dataset
Level of theory: the ωB97M-V functional and the def2-TZVPD basis

* net charge: +2
* SMILES string: CCCCn1cc[n+](C[C@@H]2CCC[N@@H+]2[C@H](Cl)N(C)C)c1
* energy: -34492.2450 eV
* E_HOMO: -15.63 eV

Atoms and positions in Å:
C  2.16  6.40  2.85
C  2.65  5.38  1.82
C  1.51  4.82  0.98
C  1.90  3.82  -0.13
N  1.66  2.41  0.21
C  2.47  1.62  1.03
C  1.86  0.43  1.17
N  0.69  0.49  0.43
C  -0.22  -0.64  0.22
C  0.08  -1.32  -1.08
C  -0.40  -0.46  -2.21
C  -0.87  -1.43  -3.30
C  -1.32  -2.67  -2.57
N  -0.58  -2.69  -1.29
C  -1.53  -3.26  0.00
Cl  -0.11  -3.60  1.14
N  -2.43  -4.40  -0.08
C  -3.79  -4.21  0.53
C  -1.98  -5.81  0.22
C  0.61  1.69  -0.15
H  3.01  6.86  3.37
H  1.58  7.20  2.37
H  1.53  5.93  3.61
H  3.39  5.86  1.15
H  3.17  4.55  2.33
H  0.75  4.37  1.64
H  1.02  5.67  0.48
H  1.28  4.04  -1.00
H  2.95  3.95  -0.40
H  3.41  1.96  1.40
H  2.15  -0.46  1.72
H  -0.15  -1.31  1.09
H  -1.26  -0.30  0.14
H  1.14  -1.61  -1.15
H  -1.26  0.15  -1.84
H  0.42  0.20  -2.56
H  -1.71  -1.02  -3.88
H  -0.01  -1.62  -3.98
H  -2.37  -2.66  -2.29
H  -1.12  -3.61  -3.07
H  0.23  -3.33  -1.37
H  -2.13  -2.36  0.39
H  -4.30  -5.19  0.58
H  -3.80  -3.81  1.56
H  -4.40  -3.54  -0.11
H  -2.89  -6.42  0.30
H  -1.38  -6.18  -0.61
H  -1.44  -5.94  1.17
H  -0.18  2.02  -0.84

5.
Formula: C15H29ClNO3S
Source: the OMol25 dataset
Level of theory: the ωB97M-V functional and the def2-TZVPD basis

* net charge: +1
* energy: -47008.3009 eV
* E_HOMO: -12.30 eV

Atoms and positions in Å:
C  3.62  2.49  -0.55
C  3.55  1.71  -1.86
C  2.48  2.25  -2.83
C  1.41  1.25  -3.25
N  0.89  0.42  -2.16
C  1.20  -0.79  -1.99
C  0.50  -1.40  -0.83
Cl  1.54  -2.49  0.11
C  0.18  -0.14  -0.02
C  -0.11  0.87  -1.12
O  0.15  2.17  -0.75
C  -0.98  3.06  -0.73
C  -1.18  3.82  -2.05
C  -2.48  3.39  -2.73
H  2.73  2.31  0.05
H  3.70  3.56  -0.73
H  4.49  2.17  0.01
H  4.51  1.79  -2.35
H  3.39  0.67  -1.62
H  2.95  2.59  -3.74
H  2.02  3.12  -2.37
H  1.80  0.58  -4.00
H  0.55  1.74  -3.69
H  1.88  -1.31  -2.64
H  -0.36  -1.92  -1.25
H  1.07  0.22  0.47
H  -0.69  -0.29  0.62
H  -1.11  0.71  -1.52
H  -1.88  2.51  -0.48
H  -0.79  3.77  0.07
H  -0.36  3.58  -2.70
H  -1.18  4.89  -1.87
H  -2.67  3.92  -3.65
H  -2.41  2.33  -2.93
H  -3.30  3.51  -2.03
C  -0.89  -4.82  4.06
C  -0.76  -3.85  2.87
C  -2.13  -3.19  2.67
S  -2.92  -3.17  4.29
O  -4.08  -4.01  4.24
O  -3.00  -1.81  4.75
C  -1.61  -4.03  5.15
H  0.08  -5.17  4.40
H  -1.48  -5.69  3.77
H  -0.02  -3.09  3.10
H  -0.44  -4.37  1.97
H  -2.05  -2.17  2.31
H  -2.77  -3.77  2.00
H  -2.05  -4.66  5.93
H  -0.97  -3.28  5.60

6.
Formula: C15H29CsF2N2O4S2
Source: the OMol25 dataset
Level of theory: the ωB97M-V functional and the def2-TZVPD basis

* net charge: -2
* energy: -54849.8339 eV
* E_HOMO: -1.39 eV
* relative energy (zero: lowest compared OMol25 entry of this formula, charge and spin): 49.3 kcal/mol

Atoms and positions in Å:
Cs  -1.30  0.75  1.71
C  0.39  -3.29  3.70
C  0.27  -3.17  2.20
C  1.41  -3.10  1.40
C  1.32  -2.92  0.03
C  2.56  -2.82  -0.82
C  0.05  -2.82  -0.55
C  -1.10  -2.90  0.21
C  -2.46  -2.68  -0.41
C  -0.97  -3.08  1.59
H  -0.58  -3.45  4.16
H  0.83  -2.38  4.13
H  1.04  -4.13  3.96
H  2.39  -3.10  1.88
H  3.41  -2.50  -0.21
H  2.43  -2.09  -1.62
H  2.81  -3.78  -1.26
H  -0.03  -2.65  -1.62
H  -3.23  -3.22  0.14
H  -2.48  -3.03  -1.44
H  -2.75  -1.62  -0.42
H  -1.86  -3.11  2.21
N  -0.76  4.24  -0.80
C  -0.48  4.17  -2.24
C  0.18  2.83  -2.58
C  -0.84  1.71  -2.81
C  -0.23  0.37  -3.23
N  0.44  -0.44  -2.20
H  -1.14  3.35  -0.52
H  -1.48  4.93  -0.60
H  0.17  5.00  -2.52
H  -1.39  4.25  -2.85
H  0.86  2.56  -1.76
H  0.80  2.93  -3.48
H  -1.55  2.04  -3.58
H  -1.46  1.55  -1.91
H  0.49  0.55  -4.03
H  -1.01  -0.26  -3.67
H  -0.22  -0.74  -1.50
H  1.14  0.09  -1.68
O  0.83  2.03  3.82
S  0.80  0.56  3.82
O  1.14  0.06  2.45
O  -0.58  0.07  4.10
S  2.10  -0.18  5.16
F  -4.07  0.24  -1.02
C  -3.96  1.42  -0.17
F  -3.35  2.37  -1.12
H  -5.01  1.78  -0.21
C  2.92  2.57  1.02
O  2.34  1.43  0.43
H  4.01  2.51  0.99
H  2.59  2.69  2.06
H  2.61  3.47  0.46
H  1.95  0.89  1.16